The following is a DFT calculation (wB97M-V/def2-TZVPD) of 8 unconnected molecules or ions with the total composition C60H70BF4N10 in a non-equilibrium geometry.

Results
**Energy relative to the best compared isomer or geometry (same formula, charge and spin)**: 364.9 kcal per mole
**Orbital gap**: 1.00 eV
**F_max**: 9.2 eV/A
**LUMO energy**: -13.08 eV

Structure (ORCA input):
```
! wB97M-V def2-TZVPD RIJCOSX def2/J DEFGRID3
* xyz 9 1
C -0.06 0.33 -12.81
H -1.52 5.04 -11.23
H 10.46 -8.90 10.87
H 12.54 3.76 -3.50
F -6.83 5.32 -10.41
C 13.24 1.07 -7.21
C -7.73 9.43 9.31
F -7.93 6.07 -12.33
H -7.93 9.86 8.35
C -18.27 -10.66 -1.38
C 13.74 -1.21 -8.37
C -16.24 -7.87 -0.18
C 1.85 4.04 -12.98
H -0.09 0.34 -11.70
H 12.12 -0.01 -5.85
H 6.14 -4.67 10.75
H -13.16 -2.70 2.55
H -0.11 -3.51 -14.17
H -10.67 7.86 11.47
H 12.31 -1.92 -12.63
C 14.55 -6.79 10.93
N -17.59 -9.73 -0.37
H -13.29 -3.36 4.30
C 8.11 -5.48 11.02
H 14.55 2.31 -8.42
C -13.20 -3.60 3.24
H 1.33 7.72 -11.81
H -1.31 10.13 6.41
C 13.93 2.19 -7.47
C -9.91 8.45 12.04
H -2.06 10.67 9.86
C -5.05 9.70 7.79
C 13.07 0.01 -8.39
C -3.86 10.14 7.19
H 13.51 -2.98 -11.96
F -5.86 6.90 -11.51
C -14.95 -6.88 2.91
C -17.96 -9.68 0.90
H 14.83 -6.83 9.81
H -18.34 -11.66 -0.92
H 14.81 -5.93 11.51
H -17.69 -10.57 -2.32
N -8.73 8.69 11.32
H -0.40 7.53 -12.11
C 12.29 -7.85 10.82
C -0.47 4.76 -11.49
C 0.90 1.70 -13.08
H 14.30 -2.80 -9.74
C 6.73 -5.46 11.19
N 6.05 -6.43 11.77
H 2.43 3.67 -13.87
C 6.76 -7.48 12.28
H -9.77 7.98 12.97
H 3.02 -1.44 -13.31
B -6.86 6.08 -11.44
H 8.51 -4.74 10.32
H 1.50 -3.56 -14.88
H -15.29 -3.24 1.69
C 0.97 -3.26 -14.01
C 10.28 -6.70 11.15
H 0.58 7.51 -10.53
C -8.85 9.19 10.10
C 12.08 -0.46 -10.45
H -12.28 -4.16 3.00
H -16.80 -5.10 0.76
C -6.48 9.19 9.83
H 14.12 4.51 -4.01
C 13.63 -1.96 -9.57
N 12.83 -1.58 -10.57
H 12.63 4.88 -4.86
C -17.39 -8.69 1.76
H -10.30 9.43 12.35
H 12.35 1.79 -4.01
C 8.11 -7.56 12.12
H 1.52 -3.88 -13.34
H 2.09 6.16 -13.24
H 11.84 -3.25 -11.31
C -14.18 -5.80 3.43
H -1.75 8.80 -10.19
H -5.40 8.26 11.42
C 1.95 -0.89 -13.51
C 12.21 0.35 -9.41
N 1.03 -1.79 -13.52
H -15.55 -7.13 -0.70
N 12.97 -6.73 10.92
H 4.11 -6.84 12.58
C 13.17 4.10 -4.29
H -14.81 -7.79 3.45
F -1.37 -1.48 -13.96
H -19.29 -10.24 -1.64
C 12.58 -2.52 -11.68
C 12.67 1.87 -5.06
C -7.51 8.36 11.81
C 12.63 0.89 -5.99
N 13.32 3.04 -5.30
C -4.14 10.04 9.92
H -5.86 9.37 7.09
H -1.16 11.61 7.41
C 14.04 3.15 -6.46
C -16.74 -8.86 -0.94
H 13.03 -4.66 11.31
C -15.21 -4.32 1.94
H -16.48 -9.00 -1.97
H 12.95 -8.69 10.73
C -1.42 10.53 7.41
H -0.73 9.97 8.09
H -12.54 12.04 -1.23
H 10.60 -4.56 11.68
H 14.39 -1.53 -7.60
C -0.28 3.33 -11.77
H -3.77 10.11 6.12
H 4.19 -6.76 10.80
C -16.05 -5.30 1.51
H -18.74 -10.35 1.33
H 11.53 1.19 -9.36
C 8.81 -6.60 11.43
H 6.15 -8.25 12.78
C 0.98 2.99 -12.44
H 11.35 -0.25 -11.21
H -1.07 2.63 -11.52
H 14.73 -7.66 11.50
C -16.53 -7.76 1.20
C -0.25 -0.84 -13.47
H -4.30 10.01 10.98
C 0.43 7.19 -11.54
H -9.87 9.25 9.70
C 1.55 5.31 -12.67
H -17.72 -8.64 2.75
C 11.06 -5.53 11.45
C -15.82 -6.63 1.88
C 4.52 -6.30 11.78
H -7.48 7.82 12.77
C -6.39 8.61 11.05
C -5.25 9.67 9.14
C 10.94 -7.90 10.93
N -14.22 -4.59 2.86
H -13.36 -5.98 4.09
H 8.68 -8.42 12.47
C -2.96 10.35 9.32
C 12.41 -5.56 11.15
H 14.44 4.14 -6.67
N -2.79 10.37 7.99
C 1.51 0.46 -13.10
H 4.21 -5.26 11.85
N 0.51 5.69 -11.68
*
```


The following is a DFT calculation (wB97M-V/def2-TZVPD) of a molecular structure, C60H70F10I2N3O31 in a non-equilibrium geometry.

Results
**Energy relative to the best compared isomer or geometry (same formula, charge and spin)**: 28.3 kcal per mole
**Orbital gap**: 7.66 eV
**F_max**: 3.1 eV/A
**LUMO energy**: -2.43 eV

Structure (ORCA input):
```
! wB97M-V def2-TZVPD RIJCOSX def2/J DEFGRID3
* xyz 1 1
H 0.82 3.28 -7.13
H -2.55 -1.42 4.21
H -0.34 0.74 -1.74
H 0.63 0.72 -7.33
O 5.71 -1.37 1.50
C 8.57 1.00 4.19
C 7.05 -1.33 1.75
C 1.15 10.39 -1.55
H -3.08 -5.52 2.16
H 2.49 -5.18 -1.32
F -5.69 -7.71 -3.54
N -3.34 -2.60 1.48
H 4.29 2.11 4.82
C -0.77 5.57 -5.70
O -0.47 -2.17 -5.15
H -5.39 -2.57 1.35
H -5.98 7.36 2.85
C 6.15 1.34 7.65
C -0.86 2.16 0.71
H -3.97 1.95 0.42
H -1.38 3.39 2.39
H 1.42 -1.20 0.49
O -3.65 6.03 2.15
C 0.81 -5.52 1.60
C 5.51 -0.82 0.22
F -1.72 8.70 -1.11
H -3.14 -0.54 -1.73
C -0.93 -1.18 -0.89
C -4.86 -10.96 -3.31
O 1.89 11.27 -1.31
H 0.52 7.65 -1.48
F 11.41 0.83 2.43
H 0.42 0.41 -0.22
H 7.06 -0.40 -1.25
O -4.93 -12.02 -2.81
H 1.56 -6.96 0.18
C -6.02 -4.87 0.65
H 0.45 3.46 -2.63
H -5.31 -9.25 -5.49
H -6.65 6.81 1.30
C -0.09 -1.18 2.07
H -5.31 -1.07 -3.60
C 1.97 -4.94 -0.41
C 1.34 0.25 -6.63
F 2.60 0.37 -7.12
C -0.12 3.71 -6.79
C 0.20 -1.23 -5.42
H -1.29 9.80 -2.73
H -5.27 0.19 -2.42
F -1.57 4.14 -8.62
O -4.22 -10.68 -4.47
H -5.93 -1.43 -2.03
C 6.80 -1.13 -0.49
C 2.54 4.08 -2.70
H -3.95 -3.31 4.71
C -5.83 6.69 2.00
H 8.86 1.45 1.11
H 1.51 2.56 -1.53
C 10.11 0.54 2.64
H 0.00 -1.76 -0.91
C -4.32 -6.93 1.19
H -3.28 3.53 0.05
H 0.00 -1.28 3.14
H -6.68 -4.03 0.43
C -2.99 -2.27 0.15
H -3.67 -7.77 1.40
C 3.45 2.21 4.14
F 5.59 0.18 8.09
C -6.34 -6.14 0.20
C 5.42 3.38 7.09
H -4.42 6.57 0.32
C -5.15 -0.88 -2.55
O 0.02 2.83 0.23
C -4.44 5.03 2.62
C -2.24 -2.37 3.79
C -4.79 -8.72 -3.45
O 1.02 -1.13 -6.50
H -4.90 -2.61 -0.74
C 3.06 2.24 -3.85
H 3.09 1.90 1.99
H 5.70 2.18 9.60
H -1.76 2.68 -1.51
C -4.64 -3.18 1.84
H -2.66 1.21 -1.83
H 3.21 3.26 4.01
H 7.01 1.10 7.03
H -0.43 1.99 2.78
C -3.86 -2.49 -1.03
H -7.58 -5.80 -1.53
O 1.75 2.10 -3.54
C -5.48 -7.19 0.47
C -1.76 -1.73 0.23
O 1.45 9.30 -2.32
H 0.20 -3.89 2.88
H 0.05 5.28 -8.33
C 1.83 -3.61 -0.06
O 3.61 3.29 -3.19
C -4.48 6.88 1.37
C -1.25 2.34 2.15
H -4.28 2.77 -1.16
C -2.34 -2.25 2.28
C -0.80 9.33 -1.88
H -0.82 2.91 -6.56
F -4.04 8.15 1.48
H 0.43 -6.29 2.26
O -0.93 6.36 -4.83
H 6.79 -2.12 -0.94
C 0.68 -4.19 1.95
C 6.42 2.29 8.79
H 9.67 2.61 2.17
H -3.59 -8.86 -5.26
C 1.44 -5.91 0.43
I -2.76 -2.10 -3.90
O -1.40 5.60 -6.90
C 1.45 3.05 -2.50
O 7.74 -1.10 0.59
C -4.47 -9.31 -4.80
H 0.96 1.80 -5.17
C 0.34 8.40 -2.25
H 5.30 0.25 0.32
H -2.90 -4.48 3.85
O -0.14 10.31 -1.10
H -4.84 -3.10 2.90
C -4.01 -5.66 1.63
O 0.23 -0.09 -4.68
C -3.74 -1.35 -2.11
O 3.65 1.52 -4.60
O 4.98 4.25 6.41
O 1.63 -0.66 4.39
C 2.34 0.25 4.10
F 4.99 1.51 2.48
H 2.25 -2.85 -0.71
O 7.95 0.90 5.20
O 2.33 1.47 4.67
O -5.40 -9.81 -2.78
O -5.75 5.33 2.47
I -3.34 -4.44 -1.85
H 1.99 -1.54 2.10
F 4.44 -1.42 -0.38
H -1.38 -1.36 -1.86
H 9.89 -0.46 2.26
H 7.42 2.20 9.18
C -0.52 0.30 -0.75
C -7.63 -6.31 -0.58
H -7.90 -7.36 -0.67
O -4.03 4.02 3.08
O 7.55 -1.46 2.81
H -2.41 -3.78 5.37
C -4.87 -4.60 1.37
O 6.22 3.57 8.16
O 0.08 4.51 -5.62
C 1.17 -1.73 1.40
C -2.35 1.89 -1.04
H -0.11 -0.11 1.88
O 9.85 0.57 4.04
C -0.69 4.72 -7.76
C -2.94 -3.58 4.44
O 8.11 1.57 3.05
H -1.18 -2.48 3.99
H -3.93 -8.38 -2.88
H 2.17 0.62 -4.67
H -2.12 1.74 2.42
O 3.28 0.18 3.12
C 1.20 -3.21 1.11
H -8.42 -5.84 0.01
N -1.53 1.14 -0.05
C 1.25 0.75 -5.23
N -1.35 -1.72 1.56
C 9.20 1.62 2.12
H 0.18 7.90 -3.20
H -5.70 -8.20 0.15
H 2.30 4.86 -3.42
C -3.56 2.56 -0.38
C 3.68 1.51 2.83
F 2.90 4.65 -1.53
O 5.18 2.06 6.88
*
```


The following is a DFT calculation (wB97M-V/def2-TZVPD) of 8 unconnected molecules or ions with the total composition C60H70F4N13O11S4 in a non-equilibrium geometry.

Results
**Orbital gap**: 4.92 eV
**F_max**: 6.8 eV/A
**LUMO energy**: -14.54 eV

Structure (ORCA input):
```
! wB97M-V def2-TZVPD RIJCOSX def2/J DEFGRID3
* xyz 7 1
C -4.81 -2.98 0.94
C -5.02 -0.24 1.20
H 4.74 10.00 2.93
H 2.87 0.85 -4.72
H 1.26 8.28 -0.75
C 1.01 -3.65 3.30
C -2.38 -2.82 0.66
C -0.06 -1.75 -6.89
C -0.62 -0.96 -4.76
C 1.51 -10.64 6.95
S 1.68 1.35 3.72
C 0.56 5.95 0.52
H 4.00 -5.93 3.60
O 0.52 1.08 -1.04
H -6.12 -5.05 -5.98
C -0.49 6.22 -0.36
H 3.51 6.88 -2.19
C -6.16 -1.00 1.20
C -9.48 0.74 0.68
N 2.10 -5.09 -3.30
H 2.45 -2.91 0.45
C 3.02 -7.40 5.78
H 4.02 -7.00 5.72
H -11.57 1.92 1.43
H -4.67 -4.04 0.84
S 1.50 -5.27 -4.86
H -0.20 -6.91 4.94
F 1.24 5.02 4.26
C -2.19 2.92 -0.72
N 1.51 -0.51 -5.69
N 2.29 5.27 -2.39
H 2.69 2.14 -1.33
H 8.23 2.51 0.76
H 1.88 -10.57 7.97
S 1.38 -3.76 -3.01
C 4.89 2.87 0.00
C -2.32 -2.35 -6.05
H -2.61 2.38 0.12
N 1.70 2.76 3.17
C 7.16 2.31 0.74
C -3.00 -2.45 -7.27
N -10.12 0.39 1.82
C 3.38 5.86 -1.87
H 2.61 -1.60 1.60
H -2.24 -2.80 -0.41
O 2.24 -2.62 -3.34
N -1.26 3.98 -0.26
O 1.18 -4.10 -5.63
C 1.65 6.92 0.86
H -2.57 -2.66 -3.98
N 6.67 1.39 1.61
N 0.23 -0.11 -0.68
H 2.14 6.58 -4.05
H 4.41 10.71 1.35
C -0.30 3.69 0.67
H -6.39 -4.28 -7.42
C 0.65 4.64 0.98
C 4.66 9.78 1.86
C -7.58 -0.48 1.40
H -0.37 -9.12 5.87
H -4.77 -3.04 -8.34
H -2.85 -0.28 0.85
C -6.22 -4.04 -6.38
H -10.22 -0.54 3.58
C 3.15 -5.26 3.59
H -7.62 0.69 -0.41
H 8.39 0.42 1.79
H -2.20 5.53 -1.36
H 1.50 4.31 1.56
H 2.15 -11.22 6.29
H 1.96 -1.07 -7.61
C 0.91 -4.65 4.27
H -11.65 1.39 3.04
C -3.07 -2.73 -4.93
C 4.20 5.13 -1.03
H -0.33 2.67 1.01
C 1.91 -6.71 5.29
C 1.50 5.96 -3.43
N -3.70 -2.18 0.93
C -1.03 -1.66 -5.89
H 0.69 6.54 -3.00
C 7.65 0.73 2.52
H 0.47 -10.93 6.92
O -0.54 -0.24 0.29
H -1.33 -0.72 -3.98
H 1.05 5.18 -4.04
C 2.82 3.22 -1.31
N 2.05 -3.46 2.53
S 1.92 3.60 4.64
C 3.18 -4.16 2.75
C 6.26 3.11 0.02
H 5.59 9.33 1.54
H -5.14 0.84 1.24
H 6.73 3.85 -0.62
O 2.90 0.80 4.22
H -1.58 2.23 -1.30
C 2.81 0.19 -5.58
H 4.10 7.54 3.15
O 0.63 -1.08 -1.36
H -7.71 -1.32 3.39
H -2.62 -2.11 -8.23
N 1.63 -9.21 6.48
C 4.44 1.93 0.92
H -4.96 -3.66 -4.28
H -9.95 1.47 0.04
H -2.42 -3.79 1.16
C 5.34 1.23 1.71
H 7.19 -0.20 2.85
C 2.01 -5.53 4.41
C 0.67 -0.41 -4.66
O 1.06 3.27 5.71
N -4.87 -3.41 -6.28
H -2.97 3.31 -1.37
C 2.00 3.97 -2.15
C -8.21 -0.80 2.59
H -12.20 0.29 1.66
H 5.02 0.45 2.39
H 7.90 1.41 3.33
H -7.01 -2.95 0.93
C -4.30 -2.90 -7.38
C -9.54 -0.38 2.75
C 2.83 -8.68 6.31
H -0.08 -4.66 4.72
H 3.05 9.84 -0.19
H -1.64 -2.19 1.15
C 2.03 -2.49 1.37
C 2.48 6.76 1.98
C -8.16 0.36 0.47
H 1.00 -2.24 1.11
H 0.18 -2.99 3.13
C -6.09 -2.39 1.00
F 1.49 0.55 2.31
O 0.78 -6.48 -5.14
H 3.73 -9.18 6.64
H -0.34 -2.23 -7.82
C -11.48 1.02 2.03
C 0.55 -8.57 6.00
N 3.53 8.84 1.59
C 2.81 9.03 0.49
C 3.94 3.78 -0.73
O -0.06 -3.64 -3.22
H 3.01 0.86 -6.43
F 2.92 -5.69 -5.47
C 1.89 8.07 0.11
F 1.39 -3.76 -1.40
H 0.89 0.28 -3.87
H 3.99 -4.01 2.05
H -6.97 -3.43 -5.90
O 3.30 3.89 4.87
C 1.18 -1.16 -6.86
H 2.41 5.94 2.68
C 3.45 7.69 2.30
C -4.33 -3.26 -5.05
C 0.66 -7.32 5.46
O 0.47 0.90 4.37
H 5.03 5.65 -0.55
H -0.66 7.20 -0.78
H 1.25 3.53 -2.78
H 3.66 -0.49 -5.67
H 3.37 1.93 1.07
C -1.43 5.25 -0.66
C -3.77 -0.85 0.96
*
```